# 1
{
  "formula": "C3H3BrCl2O2S",
  "method": "the ωB97M-V functional and the def2-TZVPD basis",
  "symbols": ["C", "C", "C", "O", "O", "S", "Cl", "Cl", "Br", "H", "H", "H"],
  "positions_angstrom": [[-2.341, 0.952, 0.630], [-4.013, 0.571, 0.001], [-0.678, -1.131, -0.498], [-0.531, -0.290, 2.115], [-2.502, -1.546, 1.301], [-1.430, -0.650, 1.093], [-2.294, 2.216, 1.665], [-4.799, 1.878, -0.550], [-4.327, -1.026, -0.863], [-1.195, -0.513, -1.153], [0.412, -1.202, -0.608], [-1.057, -2.141, -0.669]],
  "multiplicity": 1,
  "homo_energy_ev": [-9.04, -8.55],
  "gap_ha": [0.3020, 0.2725]
}

***

# 2
{
  "formula": "C3H3BrF2",
  "method": "the ωB97M-V functional and the def2-TZVPD basis",
  "symbols": ["C", "C", "C", "F", "F", "Br", "H", "H", "H"],
  "positions_angstrom": [[-1.462, 1.028, -0.041], [-1.430, -0.260, 0.063], [1.455, -0.779, -0.015], [2.028, -1.359, 1.077], [2.042, -1.325, -1.118], [1.652, 1.094, 0.006], [-2.368, 1.232, -0.607], [-0.575, 1.606, 0.242], [-1.342, -1.238, 0.393]],
  "multiplicity": 1,
  "homo_energy_ev": [-9.58, -8.18],
  "gap_ha": [0.3626, 0.2561]
}

***

# 3
{
  "formula": "C3H3BrF5N",
  "method": "the ωB97M-V functional and the def2-TZVPD basis",
  "symbols": ["C", "C", "C", "N", "F", "F", "F", "F", "F", "Br", "H", "H", "H"],
  "positions_angstrom": [[0.268, -0.537, -1.113], [-0.703, 1.273, 0.214], [-0.279, -0.780, 1.256], [-0.033, 0.012, 0.192], [-1.955, 1.068, -0.199], [-0.149, 2.231, -0.443], [-0.852, 1.804, 1.500], [-1.048, -0.441, 2.314], [-0.026, -2.045, 1.240], [3.910, -0.689, -0.808], [-0.326, 0.234, -1.723], [1.320, -0.608, -1.325], [-0.128, -1.524, -1.105]],
  "multiplicity": 1,
  "homo_energy_ev": -7.13,
  "gap_ha": 0.1509
}

***

# 4
{
  "formula": "C3H3BrN4O2",
  "method": "the ωB97M-V functional and the def2-TZVPD basis",
  "symbols": ["C", "N", "C", "Br", "N", "N", "C", "N", "O", "O", "H", "H", "H"],
  "positions_angstrom": [[0.275, -1.559, -0.136], [-0.411, -0.296, -0.097], [-1.625, 0.030, -0.488], [-2.844, -1.068, -1.248], [-1.853, 1.367, -0.320], [-0.758, 1.997, 0.194], [0.197, 1.202, 0.389], [1.561, 1.269, 0.718], [2.158, 2.314, 0.447], [2.085, 0.240, 1.032], [-0.507, -2.352, -0.429], [0.992, -1.466, -0.894], [0.731, -1.677, 0.831]],
  "multiplicity": 1,
  "smiles": "Cn1c(Br)nnc1[N+](=O)[O-]",
  "homo_energy_ev": -10.07,
  "gap_ha": 0.3273
}

***

# 5
{
  "formula": "C3H3BrN5O",
  "method": "the ωB97M-V functional and the def2-TZVPD basis",
  "symbols": ["C", "C", "C", "N", "N", "N", "N", "N", "O", "Br", "H", "H", "H"],
  "positions_angstrom": [[0.847, 0.158, 1.094], [-0.956, 0.219, -0.506], [-1.279, -0.447, -1.793], [1.992, 1.503, 2.235], [1.579, 1.301, 1.036], [0.831, -0.307, 2.370], [1.463, 0.593, 3.050], [0.069, -0.368, 0.178], [-1.439, 1.263, -0.080], [1.158, -2.240, -0.912], [-1.035, -1.395, -1.942], [-0.805, 0.039, -2.623], [-2.425, -0.319, -2.108]],
  "multiplicity": 1,
  "homo_energy_ev": [-5.35, -5.49],
  "gap_ha": [0.2495, 0.2505],
  "total_charge": -1
}

***

# 6
{
  "formula": "C3H3BrNO2",
  "method": "the ωB97M-V functional and the def2-TZVPD basis",
  "symbols": ["C", "C", "N", "Br", "C", "O", "O", "H", "H", "H"],
  "positions_angstrom": [[-0.903, -0.451, 0.073], [0.419, 0.177, 0.233], [1.325, 0.112, 1.069], [1.033, -1.274, 2.587], [0.737, 1.061, -1.045], [0.405, 2.240, -0.930], [1.177, 0.388, -1.935], [-0.950, -1.383, -0.556], [-1.759, 0.040, -0.409], [-1.483, -0.909, 0.913]],
  "multiplicity": 1,
  "smiles": "C/C(=N\\Br)C(=O)[O-]",
  "homo_energy_ev": -4.58,
  "gap_ha": 0.2877,
  "total_charge": -1
}

***

The records above yield relative energy (zero: lowest compared OMol25 entry of this formula, charge and spin) values of 0.000; 5.240; 3.339; 1.080; 2.273; 2.522 eV, respectively.